[1]
ORCA calculation (ωB97M-V/def2-TZVPD) on an isolated molecule of C4H8O3.

The geometry in ORCA input format:
```
! wB97M-V def2-TZVPD RIJCOSX def2/J DEFGRID3
* xyz 0 1
C -2.533 0.092 -0.102
C -1.289 -0.711 0.128
O -0.203 0.236 0.322
C 1.015 -0.166 -0.039
O 1.238 -1.241 -0.548
C 2.122 0.862 0.221
O 3.353 0.390 -0.232
H -2.749 0.694 0.783
H -2.308 0.776 -0.924
H -3.345 -0.617 -0.351
H -1.184 -1.400 -0.723
H -1.317 -1.276 1.055
H 1.884 1.796 -0.302
H 2.167 1.048 1.300
H 3.147 -0.484 -0.589
*
```

Summary:
LUMO, eV: 0.8
Relative energy (zero: lowest compared OMol25 entry of this formula, charge and spin), kcal/mol: 20.8
HOMO energy, eV: -10.569
Maximum force, eV/Å: 0.9


[2]
ORCA calculation (ωB97M-V/def2-TZVPD) on a cluster of 2 separate species, C4H8O3 in total.

The geometry in ORCA input format:
```
! wB97M-V def2-TZVPD RIJCOSX def2/J DEFGRID3
* xyz 0 1
C 2.563 -0.215 1.487
O 1.913 0.753 1.172
C 0.349 -0.291 -0.748
O 0.744 -1.440 -0.715
C -0.920 0.129 -0.038
C -1.869 0.821 -1.013
O -1.526 -0.987 0.556
H 2.442 -1.184 0.970
H 3.304 -0.166 2.305
H 0.884 0.487 -1.320
H -0.610 0.851 0.733
H -1.405 1.714 -1.448
H -2.773 1.127 -0.482
H -2.157 0.138 -1.819
H -0.941 -1.738 0.359
*
```

Summary:
LUMO, eV: 0.6
Relative energy (zero: lowest compared OMol25 entry of this formula, charge and spin), kcal/mol: 48.2
HOMO energy, eV: -10.173
Maximum force, eV/Å: 0.5


[3]
ORCA calculation (ωB97M-V/def2-TZVPD) on a cluster of 2 separate species, C4H8O3 in total.

The geometry in ORCA input format:
```
! wB97M-V def2-TZVPD RIJCOSX def2/J DEFGRID3
* xyz 0 1
C 0.604 -1.232 -0.888
C -0.162 0.079 -0.901
O -1.434 -0.144 -1.487
C -0.538 0.647 0.471
O -1.171 1.681 0.546
C -0.380 -0.195 1.734
O 0.629 -0.311 2.382
H 0.645 -1.634 -1.905
H 1.628 -1.099 -0.523
H 0.105 -1.974 -0.257
H 0.396 0.847 -1.459
H -1.935 0.670 -1.319
H 1.688 1.377 0.823
H 1.257 1.975 0.764
H -1.331 -0.688 2.017
*
```

Summary:
LUMO, eV: 0.0
Relative energy (zero: lowest compared OMol25 entry of this formula, charge and spin), kcal/mol: 71.5
HOMO energy, eV: -9.752
Maximum force, eV/Å: 0.6


[4]
ORCA calculation (ωB97M-V/def2-TZVPD) on a cluster of 2 separate species, C4H8O3 in total.

The geometry in ORCA input format:
```
! wB97M-V def2-TZVPD RIJCOSX def2/J DEFGRID3
* xyz 0 1
C 1.746 0.581 -0.683
C -0.668 0.421 -0.949
O -0.984 -0.570 -1.567
C 0.419 0.450 0.100
O -2.416 -0.254 0.927
C 0.424 -0.824 0.915
O 0.488 -0.863 2.120
H 1.587 1.041 -1.664
H 2.469 1.187 -0.137
H 2.183 -0.406 -0.866
H -1.099 1.413 -1.195
H -2.521 -0.854 0.176
H 0.266 1.293 0.778
H -2.202 -0.826 1.674
H 0.384 -1.755 0.313
*
```

Summary:
LUMO, eV: 0.8
Relative energy (zero: lowest compared OMol25 entry of this formula, charge and spin), kcal/mol: 38.3
HOMO energy, eV: -9.788
Maximum force, eV/Å: 0.5


[5]
ORCA calculation (ωB97M-V/def2-TZVPD) on an isolated molecule of C4H8O3.

The geometry in ORCA input format:
```
! wB97M-V def2-TZVPD RIJCOSX def2/J DEFGRID3
* xyz 0 1
C -2.526 0.438 -0.163
O -1.900 -0.798 0.172
C -0.735 -0.452 0.851
C 0.426 -0.402 0.187
O 0.662 -1.196 -0.882
O 1.413 0.429 0.556
C 2.649 0.382 -0.144
H -3.441 0.240 -0.724
H -1.847 1.069 -0.756
H -2.774 1.004 0.748
H -0.848 0.022 1.816
H 0.016 -1.908 -0.739
H 3.029 -0.641 -0.224
H 2.553 0.816 -1.150
H 3.324 0.997 0.453
*
```

Summary:
LUMO, eV: 0.8
Relative energy (zero: lowest compared OMol25 entry of this formula, charge and spin), kcal/mol: 70.5
HOMO energy, eV: -7.982
Maximum force, eV/Å: 0.6


[6]
ORCA calculation (ωB97M-V/def2-TZVPD) on an isolated molecule of C4H8O3.

The geometry in ORCA input format:
```
! wB97M-V def2-TZVPD RIJCOSX def2/J DEFGRID3
* xyz 0 1
O 0.837 2.401 -0.384
C 1.119 1.080 -0.826
C -0.144 0.299 -0.937
C -0.653 -0.561 -0.054
O -1.891 -1.098 -0.261
C -0.002 -1.142 1.172
O -0.883 -1.261 2.263
H 1.678 2.871 -0.432
H 1.831 0.594 -0.147
H 1.573 1.113 -1.825
H -0.711 0.450 -1.856
H -2.265 -0.587 -0.991
H 0.420 -2.124 0.893
H 0.826 -0.501 1.481
H -1.738 -1.535 1.905
*
```

Summary:
LUMO, eV: 0.8
Relative energy (zero: lowest compared OMol25 entry of this formula, charge and spin), kcal/mol: 47.9
HOMO energy, eV: -9.147
Maximum force, eV/Å: 0.5


[7]
ORCA calculation (ωB97M-V/def2-TZVPD) on a structure of composition C4H8O3 at a distorted geometry.

The geometry in ORCA input format:
```
! wB97M-V def2-TZVPD RIJCOSX def2/J DEFGRID3
* xyz 0 1
C -1.690 0.946 -0.801
C -0.275 0.682 -0.327
O -0.347 1.031 1.341
C 0.044 -0.785 -0.481
O 1.452 -1.135 -0.511
C 2.130 -1.096 0.623
O 1.720 -0.733 1.706
H -2.424 0.230 -0.388
H -1.747 0.880 -1.897
H -2.002 1.952 -0.519
H 0.326 1.516 0.367
H 0.340 0.447 1.727
H -0.313 -1.149 -1.451
H -0.448 -1.377 0.309
H 3.153 -1.458 0.456
*
```

Summary:
LUMO, eV: 0.9
Relative energy (zero: lowest compared OMol25 entry of this formula, charge and spin), kcal/mol: 92.8
HOMO energy, eV: -8.901
Maximum force, eV/Å: 2.3


[8]
ORCA calculation (ωB97M-V/def2-TZVPD) on an isolated molecule of C4H8O3 at a distorted geometry.

The geometry in ORCA input format:
```
! wB97M-V def2-TZVPD RIJCOSX def2/J DEFGRID3
* xyz 0 1
O 1.434 0.631 -1.461
C 1.318 -0.222 -0.615
O 2.265 -0.428 0.313
C 0.116 -1.094 -0.441
C -1.062 -0.189 0.001
C -0.770 0.728 1.174
O -1.539 0.550 -1.116
H 2.985 0.206 0.207
H 0.243 -1.963 0.158
H -0.135 -1.346 -1.456
H -1.888 -0.833 0.272
H -0.199 1.627 0.937
H -0.207 0.224 1.950
H -1.737 1.044 1.564
H -0.823 1.066 -1.488
*
```

Summary:
LUMO, eV: 0.7
Relative energy (zero: lowest compared OMol25 entry of this formula, charge and spin), kcal/mol: 10.1
HOMO energy, eV: -10.444
Maximum force, eV/Å: 1.7


[9]
ORCA calculation (ωB97M-V/def2-TZVPD) on an isolated molecule of C4H8O3 at a distorted geometry.

The geometry in ORCA input format:
```
! wB97M-V def2-TZVPD RIJCOSX def2/J DEFGRID3
* xyz 0 1
C 1.915 -0.319 0.763
C 0.663 -0.436 -0.055
O 0.261 -1.767 0.080
C -0.436 0.506 0.357
O -1.026 1.338 -0.613
C -2.040 0.802 -1.281
O -2.419 -0.340 -1.246
H 1.631 -0.436 1.813
H 2.371 0.656 0.586
H 2.624 -1.095 0.463
H 0.928 -0.220 -1.106
H -0.786 -1.666 -0.120
H -0.042 1.278 1.257
H -1.227 0.065 0.988
H -2.470 1.600 -1.887
*
```

Summary:
LUMO, eV: 0.8
Relative energy (zero: lowest compared OMol25 entry of this formula, charge and spin), kcal/mol: 42.8
HOMO energy, eV: -10.266
Maximum force, eV/Å: 5.5


[10]
ORCA calculation (ωB97M-V/def2-TZVPD) on the ion C4H8O3P with charge -1 at a distorted geometry.

The geometry in ORCA input format:
```
! wB97M-V def2-TZVPD RIJCOSX def2/J DEFGRID3
* xyz -1 1
C -1.306 0.539 0.631
C -0.142 -0.039 -0.121
C -2.099 1.693 -0.039
C 2.044 -1.634 -0.661
O 1.247 -1.173 2.068
O 2.190 0.723 0.628
O -1.365 -0.690 0.080
P 1.398 -0.527 0.730
H -1.281 0.573 1.679
H -0.163 0.264 -1.300
H -1.712 1.798 -1.097
H -2.075 2.697 0.545
H -3.100 1.335 -0.233
H 2.278 -0.981 -1.483
H 2.885 -2.284 -0.362
H 1.203 -2.295 -1.067
*
```

Summary:
LUMO, eV: 3.9
Relative energy (zero: lowest compared OMol25 entry of this formula, charge and spin), kcal/mol: 30.6
HOMO energy, eV: -4.689
Maximum force, eV/Å: 3.5


[11]
ORCA calculation (ωB97M-V/def2-TZVPD) on a structure of composition C4H8O3P at a distorted geometry.

The geometry in ORCA input format:
```
! wB97M-V def2-TZVPD RIJCOSX def2/J DEFGRID3
* xyz -1 1
C -1.924 -0.573 -1.327
C 2.007 -0.356 -1.194
C -1.299 0.022 1.840
C 1.508 0.254 0.135
O -1.112 -1.010 -2.063
O -3.087 -0.521 -0.981
O -1.018 2.127 0.210
P -0.878 0.649 0.105
H 3.038 -0.189 -1.319
H 1.643 -1.357 -1.279
H 1.587 0.226 -2.018
H -2.264 -0.058 2.137
H -0.624 -0.833 2.082
H -0.964 0.941 2.353
H 1.861 1.225 0.350
H 1.528 -0.546 0.971
*
```

Summary:
LUMO, eV: 4.1
Relative energy (zero: lowest compared OMol25 entry of this formula, charge and spin), kcal/mol: 49.9
HOMO energy, eV: -3.324
Maximum force, eV/Å: 4.6


[12]
ORCA calculation (ωB97M-V/def2-TZVPD) on a structure of composition C4H8O3S at a distorted geometry.

The geometry in ORCA input format:
```
! wB97M-V def2-TZVPD RIJCOSX def2/J DEFGRID3
* xyz 0 1
C -1.505 -0.565 1.194
C 0.191 -0.568 -0.860
C -0.401 0.761 -1.103
C 1.467 -0.388 -0.043
H -1.889 -1.197 2.196
H -0.425 -0.067 1.558
H -2.068 0.370 0.803
H 0.527 -0.881 -1.832
H -1.160 0.789 -1.893
H 0.216 1.427 -1.587
H -0.248 1.438 0.628
H 3.178 -0.231 0.506
O -0.862 1.415 -0.081
O 2.529 -1.168 -0.064
O 1.433 0.555 0.853
S -0.984 -1.689 -0.275
*
```

Summary:
LUMO, eV: 0.1
Relative energy (zero: lowest compared OMol25 entry of this formula, charge and spin), kcal/mol: 98.0
HOMO energy, eV: -8.768
Maximum force, eV/Å: 5.3


> The lowest HOMO energy belongs to which entry?

number 1


> Number 12 is which compound?

C4H8O3S